Density functional theory data (ωB97M-V with the def2-TZVPD basis set) for a structure of composition C34H29Cl5N2ORh in a non-equilibrium geometry.

Element x y z (Å)
Rh1 -0.4862 -0.6707 -0.3426
C1 1.8158 1.9801 -1.1859
C2 0.6679 2.7580 -1.7305
C3 0.8660 3.7358 -2.6862
C4 -0.1921 4.4870 -3.1740
C5 -1.4837 4.2273 -2.7366
C6 -1.7346 3.2448 -1.7963
C7 -3.1417 2.9128 -1.4016
C8 -0.6408 2.5280 -1.2439
N1 -0.8496 1.5952 -0.2587
C9 -1.4117 1.8608 0.9163
C10 -1.4517 3.2572 1.4564
C11 -1.8654 0.7883 1.7078
C12 -2.6343 1.0299 2.9692
N2 -1.6637 -0.4499 1.2421
C13 -1.9408 -1.6082 1.9702
C14 -1.1760 -1.9586 3.1039
C15 -0.0443 -1.0983 3.5657
C16 -1.4771 -3.1331 3.7743
C17 -2.5088 -3.9521 3.3501
C18 -3.2569 -3.6055 2.2349
C19 -2.9930 -2.4413 1.5353
C20 -3.8228 -2.0288 0.3571
H1 2.7569 2.3673 -1.5631
H2 1.7216 0.9324 -1.4798
H3 1.8281 2.0181 -0.0980
H4 1.8680 3.9243 -3.0402
H5 -0.0129 5.2691 -3.8947
H6 -2.3096 4.8014 -3.1299
H7 -3.8437 3.3489 -2.1090
H8 -3.3848 3.3091 -0.4162
H9 -3.2892 1.8309 -1.3737
H10 -0.8219 3.9084 0.8549
H11 -1.0950 3.2710 2.4856
H12 -2.4640 3.6607 1.4564
H13 -3.3347 1.8530 2.8239
H14 -1.9787 1.2965 3.8012
H15 -3.1938 0.1355 3.2422
H16 0.5709 -0.7886 2.7177
H17 0.5748 -1.6377 4.2782
H18 -0.4165 -0.2009 4.0577
H19 -0.9022 -3.4031 4.6477
H20 -2.7225 -4.8661 3.8812
H21 -4.0625 -4.2479 1.9157
H22 -4.3896 -2.8702 -0.0315
H23 -3.1956 -1.6186 -0.4463
H24 -4.5323 -1.2540 0.6534
Cl1 1.3443 -5.3792 -5.5900
C21 0.8687 -4.0375 -4.6453
C22 0.4244 -4.2290 -3.3283
Cl2 0.2502 -5.8166 -2.7113
C23 0.1101 -3.1292 -2.5499
Cl3 -0.5462 -3.3138 -0.9756
C24 0.2448 -1.7973 -3.0245
O1 0.0515 -0.7617 -2.3034
C25 0.6095 -1.6475 -4.3950
Cl4 0.6482 -0.0643 -5.0369
C26 0.9133 -2.7445 -5.1848
Cl5 1.3107 -2.5374 -6.8352
C27 1.2880 -0.8851 0.4421
C28 2.4426 -0.6617 0.7873
C29 3.7629 -0.2879 1.0828
C30 4.0089 0.8955 1.7974
C31 5.3020 1.3363 1.9760
C32 6.3674 0.6117 1.4594
C33 6.1317 -0.5823 0.7900
C34 4.8442 -1.0373 0.5969
H25 3.1818 1.4585 2.2035
H26 5.4942 2.2503 2.5150
H27 7.3773 0.9771 1.5818
H28 6.9670 -1.1520 0.4145
H29 4.6573 -1.9634 0.0732

Forces on the atoms, in the same order (eV/Å):
-0.7 0.3 -2.6
0.0 -0.1 0.0
-0.4 -0.3 0.4
-0.2 0.2 -0.1
0.0 -0.2 0.2
0.2 0.0 -0.1
0.2 -0.4 0.5
-0.1 0.0 0.1
0.6 1.6 -1.6
-0.8 -3.1 3.0
2.2 2.0 -3.0
-0.2 0.0 -0.2
-0.7 -4.3 0.7
-0.2 0.0 -0.3
1.4 3.1 1.2
-0.9 -1.7 1.2
0.0 0.4 -0.4
0.1 0.1 -0.1
-0.2 -0.1 -0.1
0.0 0.1 -0.1
0.1 -0.1 0.2
0.4 0.5 -0.1
0.1 0.1 0.0
0.1 0.0 0.0
0.1 0.0 0.0
0.1 -0.1 0.1
0.1 0.0 0.0
0.0 0.1 -0.1
-0.1 0.0 -0.1
0.0 -0.1 0.0
-0.1 0.0 0.0
-0.1 0.0 0.0
0.0 0.0 0.0
0.0 -0.1 0.1
0.0 0.1 0.1
0.0 0.0 0.0
0.1 0.0 -0.1
0.1 0.0 0.0
0.1 0.0 0.2
0.1 0.0 0.0
0.0 0.1 0.1
0.1 0.0 0.0
-0.1 -0.1 0.1
-0.1 -0.1 -0.1
0.0 0.0 -0.1
-0.2 -0.1 0.0
-0.1 0.1 -0.1
0.0 -0.2 -0.1
-0.2 0.1 0.5
0.2 0.0 -0.7
0.0 0.0 0.2
0.2 1.0 -0.8
-0.1 0.8 1.1
0.6 -1.9 -1.3
-0.4 1.6 1.7
-0.1 -0.2 0.6
0.0 0.3 0.0
-0.1 -0.2 0.2
0.1 0.1 0.0
0.7 1.0 0.6
-2.7 -0.5 -0.8
1.2 0.2 0.2
-0.1 -0.4 -0.2
0.3 0.0 0.0
-0.1 -0.1 0.0
0.3 0.1 0.1
-0.3 0.2 0.2
-0.1 0.0 0.0
0.0 0.1 0.1
0.0 0.0 0.0
0.1 -0.1 -0.1
0.0 0.0 -0.1

Total charge: +1
Max |F|: 4.4 eV/A
Energy: -3908.9616 Eh
Lowest unoccupied orbital energy: -0.200 hartree

Results of the Löwdin charge analysis, in e, for atoms 1 through 4: 1.093 -0.027 -0.188 -0.024

---

Density functional theory data (ωB97M-V with the def2-TZVPD basis set) for a structure of composition C34H30AlN5O4PS2Se2 in a non-equilibrium geometry.

Element x y z (Å)
Al1 -0.0870 -0.1586 0.3372
S1 0.2676 -0.1372 2.6064
C1 1.9926 0.0642 2.5010
N1 2.6876 0.0395 3.5993
N2 3.9946 0.3757 3.6460
C2 4.7266 1.3799 3.0176
C3 6.1197 1.3294 3.1176
C4 6.9037 2.3441 2.5957
C5 6.3184 3.4361 1.9741
C6 4.9334 3.5002 1.8867
C7 4.1409 2.4886 2.3959
N3 2.6527 0.1538 1.3006
N4 2.0200 -0.0991 0.2498
C8 2.8291 -0.1143 -0.9117
C9 2.3046 -0.7062 -2.0550
C10 3.0500 -0.7402 -3.2204
C11 4.3402 -0.2355 -3.2329
C12 4.8697 0.3476 -2.0864
C13 4.1156 0.4362 -0.9342
H1 4.4783 -0.1331 4.3633
H2 6.5806 0.4806 3.6109
H3 7.9815 2.2775 2.6762
H4 6.9300 4.2266 1.5593
H5 4.4563 4.3488 1.4128
H6 3.0666 2.5668 2.3222
H7 1.3243 -1.1553 -1.9993
H8 2.6119 -1.1582 -4.1169
H9 4.9361 -0.2951 -4.1352
H10 5.8763 0.7469 -2.0956
H11 4.4944 0.9389 -0.0575
Se1 -0.9242 0.1035 -3.5252
P1 -0.2387 1.9447 -2.7190
Se2 0.2355 2.1542 -0.5652
C14 -1.4947 3.1975 -3.1653
C15 -2.2667 3.8470 -2.2146
C16 -3.3038 4.6780 -2.6214
C17 -3.5648 4.8617 -3.9689
C18 -2.7897 4.2108 -4.9214
C19 -1.7639 3.3730 -4.5220
C20 1.3121 2.4633 -3.5893
C21 2.3112 3.1858 -2.9430
C22 3.5349 3.3982 -3.5596
C23 3.7702 2.9034 -4.8337
C24 2.7643 2.2216 -5.5014
C25 1.5436 2.0014 -4.8813
H12 -2.0924 3.6791 -1.1611
H13 -3.9152 5.1644 -1.8721
H14 -4.3849 5.4971 -4.2812
H15 -2.9977 4.3421 -5.9762
H16 -1.1937 2.8249 -5.2611
H17 2.1375 3.5583 -1.9434
H18 4.3115 3.9412 -3.0348
H19 4.7361 3.0481 -5.3025
H20 2.9359 1.8420 -6.5014
H21 0.7745 1.4328 -5.3889
C26 -5.8133 -1.5649 5.5159
C27 -5.1806 -0.9862 4.2769
C28 -3.8494 -0.5796 4.2807
C29 -3.2731 -0.0399 3.1426
C30 -4.0216 0.0767 1.9846
C31 -5.3508 -0.3082 1.9635
C32 -5.9268 -0.8298 3.1120
S2 -3.2337 0.7519 0.5269
O1 -4.2159 0.6866 -0.5264
O2 -2.7643 2.0573 0.9149
N5 -1.9950 -0.2379 0.2411
C33 -2.4380 -1.5441 -0.2405
C34 -1.2194 -2.3932 -0.5701
O3 -1.3211 -3.5351 -0.9543
O4 -0.0759 -1.7784 -0.3642
H22 -5.1135 -1.5426 6.3501
H23 -6.1181 -2.5994 5.3479
H24 -6.7019 -0.9954 5.7933
H25 -3.2526 -0.6811 5.1794
H26 -2.2474 0.2980 3.1444
H27 -5.9097 -0.1907 1.0439
H28 -6.9721 -1.1183 3.1068
H29 -3.0506 -1.4531 -1.1407
H30 -3.0178 -2.0941 0.5125

Forces on the atoms, in the same order (eV/Å):
-0.6 0.6 0.2
0.0 0.0 -0.4
-0.3 0.0 1.3
-0.6 0.2 -0.2
0.5 -0.3 -0.3
-0.1 0.2 -0.1
-0.1 -0.1 0.0
0.0 0.0 0.0
0.1 0.1 -0.1
0.0 -0.1 0.0
-0.1 -0.2 0.1
0.8 -0.1 -1.2
0.3 0.1 1.2
0.4 0.0 -0.7
-0.2 0.0 0.4
0.1 0.0 -0.1
-0.1 -0.1 0.0
0.0 0.0 0.0
-0.2 0.0 0.1
-0.1 0.1 0.2
0.0 0.0 0.0
0.0 0.0 0.0
0.0 0.0 0.0
0.0 0.0 0.0
-0.1 0.0 0.0
-0.1 0.0 -0.2
0.0 -0.1 0.0
0.0 0.1 0.0
0.0 0.0 0.0
0.1 0.0 0.1
0.0 -0.1 0.2
0.1 0.1 -0.2
-0.2 0.1 -0.3
0.2 -0.1 0.1
0.0 0.0 0.0
0.0 0.0 0.0
-0.1 0.0 0.0
0.0 0.0 0.0
0.0 0.1 0.0
-0.1 -0.2 0.1
-0.1 0.0 0.0
0.0 0.1 0.0
0.0 0.1 0.0
0.0 0.1 0.0
0.0 0.0 -0.1
0.0 -0.1 0.1
0.0 0.0 0.0
0.0 0.0 0.0
0.0 0.0 0.0
0.0 0.0 0.0
0.0 0.0 0.1
0.0 0.0 0.0
0.0 0.0 0.0
0.0 0.0 0.0
0.0 -0.1 0.1
0.0 0.0 -0.1
-0.1 0.0 0.1
0.0 0.0 -0.1
0.0 0.0 0.0
0.1 0.0 -0.2
0.0 0.0 -0.1
0.0 0.0 0.0
0.2 0.1 0.1
0.0 -0.2 0.0
0.3 -0.1 0.0
-0.6 0.3 0.2
0.0 -0.2 -0.1
-0.2 -0.1 0.0
0.0 0.1 0.0
0.4 -0.3 -0.2
0.0 0.0 0.0
0.0 0.0 0.0
0.0 0.0 0.0
0.0 0.0 0.0
0.1 0.0 0.1
0.0 0.0 0.0
0.0 0.0 0.0
0.0 0.0 0.0
0.0 0.0 0.0

Relative energy (zero: lowest compared OMol25 entry of this formula, charge and spin): 5.93 kcal/mol
Total charge: -1
Max |F|: 1.4 eV/A
Energy: -8071.6809 Eh
Lowest unoccupied orbital energy: 0.036 hartree

Results of the Löwdin charge analysis, in e, for atoms 1 through 4: -0.363 0.801 -0.763 0.038

---

Density functional theory data (ωB97M-V with the def2-TZVPD basis set) for a structure of composition C34H30Br4N2O4S3Ti in a non-equilibrium geometry.

Element x y z (Å)
Ti1 0.4100 0.1433 -0.0820
C1 -2.7684 -1.0210 1.2769
N1 -1.3998 -1.5086 1.3425
C2 -1.1791 -2.7078 0.5255
C3 -0.4269 -2.5305 -0.8172
N2 -0.8046 -1.3393 -1.5800
C4 -2.1701 -1.4930 -2.0935
C5 0.0168 -1.1120 -2.7650
C6 0.3958 -2.1536 -3.5979
C7 1.1104 -1.9332 -4.7663
C8 1.4069 -0.6368 -5.1528
C9 1.0421 0.4152 -4.3388
C10 0.3628 0.2051 -3.1332
S1 0.0410 1.5729 -2.1153
C11 -0.9653 -1.7105 2.6947
C12 -1.8272 -1.8735 3.7675
C13 -1.3502 -2.1462 5.0427
C14 0.0110 -2.2775 5.2591
C15 0.8871 -2.0667 4.2177
C16 0.4227 -1.7600 2.9357
S2 1.5333 -1.4700 1.6559
H1 -2.9935 -0.6334 0.2870
H2 -3.4953 -1.8133 1.5270
H3 -2.8783 -0.2040 1.9876
H4 -2.1537 -3.1878 0.3281
H5 -0.5731 -3.4155 1.1046
H6 -0.6240 -3.4543 -1.3918
H7 0.6490 -2.4699 -0.6157
H8 -2.2056 -2.2390 -2.9073
H9 -2.5186 -0.5324 -2.4726
H10 -2.8401 -1.8265 -1.3040
H11 0.1599 -3.1736 -3.3288
H12 1.4380 -2.7754 -5.3574
H13 1.9501 -0.4514 -6.0723
H14 1.3049 1.4324 -4.5975
H15 -2.8950 -1.7768 3.6374
H16 -2.0499 -2.2488 5.8619
H17 0.3876 -2.5218 6.2436
H18 1.9544 -2.1097 4.3741
Br1 7.0729 -0.5038 -1.2969
C17 5.3977 0.0156 -0.5916
C18 5.3228 0.9829 0.4005
Br2 6.9086 1.6139 1.2189
C19 4.0853 1.4353 0.8385
Br3 3.9266 2.7273 2.2259
C20 2.9038 0.9408 0.3046
O1 1.7102 1.3330 0.6177
C21 2.9821 -0.1242 -0.6683
O2 1.8411 -0.6132 -1.0421
C22 4.2217 -0.5320 -1.1152
Br4 4.2826 -1.8969 -2.4374
O3 -0.9427 1.1672 0.7445
S3 -0.4974 2.1096 1.8980
C23 -1.6305 1.7343 3.1967
C24 -1.0564 1.3615 4.4235
C25 -1.8421 1.1559 5.5274
C26 -3.2272 1.3409 5.4550
C27 -3.7952 1.7527 4.2521
C28 -3.0212 1.9492 3.1351
C29 -1.1665 3.7038 1.4759
C30 -0.5446 4.8038 2.0800
C31 -1.1638 6.0304 2.1073
C32 -2.4253 6.1971 1.5263
C33 -3.0057 5.1301 0.8533
C34 -2.3930 3.8961 0.8190
H19 0.0128 1.2166 4.4662
H20 -1.3897 0.8430 6.4579
H21 -3.8517 1.1723 6.3209
H22 -4.8639 1.9185 4.1892
H23 -3.4703 2.2828 2.2143
H24 0.4252 4.6677 2.5380
H25 -0.6814 6.8712 2.5908
H26 -2.9393 7.1466 1.5941
H27 -3.9581 5.2628 0.3527
H28 -2.8406 3.0902 0.2607
O4 -2.9328 1.4336 -1.2817
H29 -2.3397 1.3238 -0.5127
H30 -2.3204 1.7576 -1.9593

Forces on the atoms, in the same order (eV/Å):
-2.1 -1.8 -0.6
0.0 0.0 0.0
-0.1 -0.1 0.1
0.1 -0.3 -0.4
0.2 -0.6 0.3
0.3 -0.3 -0.2
-0.4 0.2 -0.1
0.2 0.3 -0.8
0.0 -0.1 0.2
-0.1 0.0 0.0
0.1 -0.1 -0.1
-0.1 -0.2 0.1
-0.2 -0.1 -0.3
0.0 0.4 -0.1
0.3 -0.1 0.3
-0.2 0.0 0.0
-0.1 -0.1 0.1
-0.2 0.0 0.2
-0.1 0.1 -0.1
0.0 -0.1 -0.1
0.4 -0.2 0.0
0.0 0.0 0.0
0.0 0.1 -0.1
-0.1 -0.1 -0.1
0.1 0.0 0.1
-0.1 0.1 -0.2
0.0 0.1 0.0
-0.3 -0.1 -0.1
0.1 0.1 0.2
0.0 -0.1 0.1
0.0 0.1 0.0
0.0 -0.1 0.1
0.0 -0.1 -0.1
0.0 0.0 0.0
0.0 0.0 0.0
-0.1 0.0 0.0
0.0 0.0 0.0
0.0 0.0 0.1
0.1 0.0 0.0
0.1 -0.1 0.0
0.1 0.3 0.1
0.5 -0.4 -0.2
0.1 0.1 0.0
-0.4 0.4 0.3
-0.1 -0.1 -0.2
0.8 -0.2 -0.4
1.5 1.0 0.3
0.8 0.7 0.4
1.4 -0.7 -0.8
0.2 -0.3 -0.3
-0.2 0.1 0.1
-1.5 1.2 0.5
-1.5 1.2 2.1
1.0 0.1 -0.6
0.2 -0.1 0.2
0.1 0.1 0.1
-0.3 0.0 0.2
-0.1 -0.1 0.2
-0.2 0.1 -0.4
0.2 -0.1 -0.2
0.2 -0.2 -0.1
-0.2 0.2 0.0
0.0 0.0 -0.1
-0.1 0.4 0.1
0.3 -0.4 0.0
0.2 -0.1 0.1
0.1 -0.1 0.0
0.0 0.0 0.1
-0.1 0.0 0.0
-0.1 -0.1 -0.1
0.1 0.0 0.1
0.1 0.0 0.0
0.0 0.1 -0.1
0.0 0.0 0.0
-0.1 0.0 -0.1
-0.5 0.1 0.3
-0.1 0.0 -0.4
0.2 -0.1 0.1

Relative energy (zero: lowest compared OMol25 entry of this formula, charge and spin): 18.26 kcal/mol
Total charge: -2
Max |F|: 2.9 eV/A
Energy: -14064.3026 Eh
2S+1: 3
Lowest unoccupied orbital energy (alpha / beta): 0.147 / 0.147 hartree

Results of the Löwdin charge analysis, in e, for atoms 1 through 4: 0.707 -0.082 -0.179 -0.169

---

Q: max |F| of number 1 (C34H29Cl5N2ORh)?
A: 4.4 eV/A

---

Q: Look up the max |F| of the first one.
A: 4.4 eV/A